(1)
{
  "formula": "C14H22CuF3N5O2SbSe4",
  "method": "the ωB97M-V functional and the def2-TZVPD basis",
  "max_force_ha_per_bohr": 0.0146,
  "s2": 0.762,
  "orbital_gap_ev": [3.66, 5.09],
  "total_energy_ha": -12756.961809,
  "e_homo_ev": [-2.6, -4.0],
  "total_charge": -1,
  "multiplicity": 2,
  "elements": ["Sb", "Se", "Se", "Se", "Se", "Cu", "F", "F", "F", "O", "O", "N", "N", "N", "N", "N", "C", "C", "C", "C", "C", "C", "C", "C", "C", "C", "C", "C", "C", "C", "H", "H", "H", "H", "H", "H", "H", "H", "H", "H", "H", "H", "H", "H", "H", "H", "H", "H", "H", "H", "H", "H"],
  "positions_angstrom": [[-4.1859, -2.7198, 0.5945], [-1.8406, -1.9079, 1.5394], [-4.3790, -2.2392, -1.7966], [-5.3843, -0.9023, 1.8321], [-4.5362, -4.9801, 1.3332], [0.4070, 0.5518, -0.1245], [2.1026, 7.3368, -0.8402], [3.3297, 6.8975, 0.8875], [1.2275, 7.3246, 1.1395], [-0.7197, -2.3658, 0.1498], [3.6866, 0.6684, -0.6519], [-4.4233, 1.5551, 0.0186], [-1.5551, 1.6482, -0.3018], [0.3739, -1.4768, 0.1061], [1.1943, 2.5384, 0.0312], [2.4710, -0.0893, -0.5901], [1.6408, 4.6397, -1.0227], [1.6664, 4.4705, 1.3571], [-3.8152, 1.3423, -1.3252], [1.3717, 3.1268, 1.2171], [4.0660, -1.9259, -0.0413], [1.7980, 5.2415, 0.2133], [-3.6092, 2.4631, 0.8492], [1.3369, 3.2886, -1.0617], [-2.4022, 0.8079, -1.1602], [1.6223, -3.6284, 0.0884], [2.6892, -1.3513, -0.2304], [-2.2127, 1.8735, 0.9909], [2.1164, 6.7048, 0.3426], [1.5341, -2.1310, -0.0079], [1.8009, -3.9517, 1.1198], [-2.4589, -0.1865, -0.7081], [1.7530, 5.2081, -1.9345], [4.0697, -2.6669, 0.7572], [2.4363, -4.0095, -0.5283], [-4.4123, 0.6039, -1.8568], [-1.9412, 0.6828, -2.1403], [-3.5819, 3.4435, 0.3645], [-4.5642, 0.6514, 0.6156], [1.2062, 2.7655, -2.0033], [1.7983, 4.9124, 2.3356], [-4.0865, 2.5414, 1.8243], [4.4383, -2.4090, -0.9513], [0.6892, -4.0831, -0.2330], [-2.2794, 0.9123, 1.5055], [-1.6027, 2.5440, 1.5985], [-5.3800, 1.8949, -0.0626], [4.7622, -1.1290, 0.2099], [3.3531, 1.5709, -0.7334], [1.2762, 2.4785, 2.0799], [-1.3705, 2.5454, -0.7421], [-3.8220, 2.3023, -1.8523]],
  "atomic_forces_ev_per_a": [[-0.1, 0.3, -0.2], [-0.1, 0.0, -0.2], [0.2, 0.0, 0.2], [0.2, 0.1, 0.1], [0.0, 0.2, 0.0], [0.0, -0.7, 0.0], [0.0, 0.0, 0.0], [0.0, 0.0, 0.0], [0.0, 0.0, 0.0], [-0.2, 0.1, 0.1], [0.0, 0.2, 0.0], [0.0, 0.1, 0.1], [-0.1, -0.1, 0.0], [-0.1, 0.3, -0.1], [0.2, 0.6, 0.2], [-0.1, 0.3, 0.0], [0.0, 0.2, 0.0], [0.0, 0.1, 0.1], [0.1, -0.1, 0.0], [0.0, -0.1, 0.0], [0.0, 0.1, -0.1], [0.0, -0.2, -0.1], [0.2, 0.2, 0.1], [0.0, -0.2, 0.0], [-0.2, -0.1, 0.1], [0.0, 0.0, 0.1], [-0.1, -0.1, -0.1], [0.1, 0.1, 0.0], [0.0, 0.0, 0.0], [0.1, -0.1, 0.1], [0.0, 0.0, 0.0], [0.0, 0.0, -0.1], [0.0, 0.0, 0.0], [0.0, 0.0, 0.0], [0.0, 0.0, 0.0], [-0.1, -0.1, 0.0], [0.0, 0.0, 0.1], [0.0, 0.0, 0.1], [-0.1, -0.6, -0.2], [0.0, 0.0, 0.0], [0.0, -0.1, 0.0], [0.0, 0.0, 0.0], [0.0, 0.0, 0.0], [0.0, 0.0, 0.0], [0.0, -0.1, 0.0], [0.0, 0.0, 0.0], [0.0, 0.0, -0.1], [0.0, 0.0, 0.0], [0.1, -0.3, 0.0], [0.0, 0.0, 0.0], [-0.1, 0.0, -0.1], [-0.1, 0.0, 0.1]]
}

---

(2)
{
  "formula": "C14H22F6O6",
  "method": "the ωB97M-V functional and the def2-TZVPD basis",
  "max_force_ha_per_bohr": 0.1124,
  "smiles": "CCOC(=O)C(F)(F)F.CCOC(=O)C(F)(F)F.CC(C)=O.CC(C)=O",
  "orbital_gap_ev": 9.56,
  "total_energy_ha": -1597.232868,
  "e_homo_ev": -9.5,
  "elements": ["F", "F", "F", "F", "F", "F", "O", "O", "O", "O", "O", "O", "C", "C", "C", "C", "C", "C", "C", "C", "C", "C", "C", "C", "C", "C", "H", "H", "H", "H", "H", "H", "H", "H", "H", "H", "H", "H", "H", "H", "H", "H", "H", "H", "H", "H", "H", "H"],
  "positions_angstrom": [[1.2434, -3.3591, -0.5155], [0.0348, -5.2278, -0.3540], [0.2740, 0.1176, -3.9629], [-0.8610, -3.4443, -0.8981], [-0.1008, -1.7130, -2.9675], [1.6904, -0.5874, -2.5821], [-2.7746, 5.0987, -4.2867], [3.0205, -0.6821, 0.9394], [-1.4227, -3.8390, 1.8407], [0.7067, -3.1676, 2.0706], [-0.9694, -0.6009, -0.7231], [-0.3395, 1.5574, -1.5566], [-2.4679, 2.7821, -4.4103], [-0.2893, -3.6527, 1.3869], [-0.3751, 0.2805, -1.6470], [-1.8857, -0.1933, 0.3824], [3.0434, 1.3495, -0.1848], [1.9629, -2.7000, 4.0915], [0.5502, -2.9935, 3.4906], [-2.5748, 4.1680, -2.2111], [0.0635, -3.9146, -0.1075], [0.3729, -0.4454, -2.8246], [2.0310, 0.9787, 2.2194], [-2.6588, 4.0573, -3.6985], [2.7417, 0.5146, 1.0084], [-1.0953, 0.4696, 1.5249], [1.5233, 1.9194, 2.0064], [-2.6845, 0.4413, -0.0013], [0.3135, -3.9818, 3.8845], [2.5287, -3.5753, 3.7723], [3.8443, 0.7847, -0.6619], [2.0550, -2.5749, 5.1704], [-1.7048, 2.1417, -3.9681], [-2.8445, 5.1656, -1.8642], [-0.0174, -2.1354, 3.8505], [-1.5366, 4.1060, -1.8848], [3.4086, 2.2598, 0.2907], [2.4156, -1.7420, 3.8359], [-0.3950, -0.2225, 1.9925], [2.7306, 1.2485, 3.0105], [-0.5319, 1.3188, 1.1381], [-2.0761, 2.8028, -5.4272], [-3.4161, 2.2451, -4.3871], [-3.0265, 3.3663, -1.6269], [2.2757, 1.5790, -0.9238], [1.4922, 0.2359, 2.8077], [-2.4233, -1.0710, 0.7412], [-1.8513, 0.8348, 2.2200]],
  "atomic_forces_ev_per_a": [[-0.9, -0.9, 0.8], [1.0, -0.4, 0.5], [-0.7, 1.8, -1.8], [-1.1, 1.1, -0.3], [-0.1, 0.6, 0.3], [-0.2, 0.5, 0.7], [-0.4, 0.7, -1.1], [0.1, 0.9, 0.4], [2.4, 0.1, -1.4], [0.9, 0.7, 0.1], [0.8, 1.3, -2.1], [-0.3, -5.8, -0.5], [0.5, -1.7, -0.3], [-2.8, 0.1, 1.1], [-1.1, 3.9, 2.8], [0.9, 0.8, -0.1], [1.0, 0.6, 0.7], [0.0, -0.3, -0.7], [2.1, 0.2, 1.8], [0.5, -0.4, 1.2], [0.6, 0.0, -0.5], [0.4, -3.0, 1.8], [0.5, 1.5, 1.2], [0.8, 1.2, 0.4], [-1.0, -3.7, -0.7], [-0.6, -0.1, -1.0], [-0.5, -0.2, 0.2], [0.4, 0.4, -0.3], [-0.9, 0.4, 0.2], [0.8, 0.5, 0.2], [0.0, 0.4, -0.2], [-0.9, -0.8, 0.3], [-0.2, 0.0, 0.8], [-0.6, -0.2, -0.3], [-1.1, -0.5, -0.8], [0.4, -0.3, -0.4], [0.3, 0.6, -0.7], [0.0, -0.2, -1.1], [-0.3, 0.0, 0.0], [0.8, 0.4, -0.2], [-0.1, 0.0, 0.0], [-0.6, 0.9, -0.2], [0.0, -0.2, -0.1], [-0.4, 0.0, -0.1], [-0.3, -0.1, 0.5], [-0.5, -0.1, -0.9], [0.6, -0.5, -0.4], [0.2, 0.0, 0.3]]
}

---

(3)
{
  "formula": "C14H22F8N5O2",
  "method": "the ωB97M-V functional and the def2-TZVPD basis",
  "max_force_ha_per_bohr": 0.0211,
  "orbital_gap_ev": 10.27,
  "total_energy_ha": -1769.527458,
  "e_homo_ev": -13.7,
  "total_charge": 1,
  "elements": ["F", "F", "F", "F", "F", "F", "F", "F", "O", "O", "N", "N", "N", "N", "N", "C", "C", "C", "C", "C", "C", "C", "C", "C", "C", "C", "C", "C", "C", "H", "H", "H", "H", "H", "H", "H", "H", "H", "H", "H", "H", "H", "H", "H", "H", "H", "H", "H", "H", "H", "H"],
  "positions_angstrom": [[2.0366, -4.0663, -4.9310], [2.0472, -2.8196, -2.3136], [2.7323, -1.0391, -3.3264], [-1.8059, -5.6827, -3.2529], [3.9468, -3.3224, -4.1664], [0.2502, -5.1709, -2.7516], [-0.9730, -3.7013, -4.8668], [-2.5146, -3.1293, -3.4317], [0.7432, -1.7830, -3.8520], [-1.5284, 0.6644, -0.0401], [0.8206, 2.4303, 1.8163], [-0.8120, 1.5486, 0.6880], [-4.1649, 3.5196, 2.8053], [-1.2555, 2.7501, 1.1446], [-0.2477, 4.4821, 2.4547], [-0.4337, -2.1673, -3.1514], [2.0185, -2.1757, -3.4962], [-0.2189, 3.2712, 1.8283], [-1.1928, -3.4461, -3.5646], [3.1647, 0.3465, 2.5646], [-3.9300, 1.3085, 1.9181], [1.8692, -0.3823, 2.1621], [2.7248, -2.9596, -4.6099], [0.4524, 1.3671, 1.1119], [-2.5964, 3.3142, 0.9361], [-1.0157, -4.7224, -2.7311], [3.0975, 0.9759, 3.9659], [-3.6054, 2.7655, 1.9491], [1.2544, 0.1589, 0.8419], [1.1296, -0.2550, 2.9418], [-0.2919, -2.1141, -2.0707], [-4.8030, 1.1023, 2.5137], [-2.4945, 4.3711, 1.1329], [2.7918, 2.0138, 3.9351], [-3.0786, 0.7455, 2.2926], [3.3928, 1.1423, 1.8697], [2.0333, 0.3922, 0.1257], [-0.7099, 4.5954, 3.3391], [-2.9077, 3.1088, -0.0819], [-4.0721, 0.9834, 0.8927], [-1.3194, -4.5486, -1.6941], [0.5845, -0.5793, 0.4221], [3.9735, -0.3699, 2.5811], [4.0889, 0.9577, 4.4068], [-3.8596, 4.4903, 2.7241], [-1.1279, -1.3651, -3.4003], [2.0435, -1.4360, 1.9890], [2.4525, 0.4193, 4.6368], [2.8288, -2.3332, -5.4985], [0.2761, 5.2702, 2.1215], [-1.7942, 1.0740, -0.8801]],
  "atomic_forces_ev_per_a": [[-0.2, -0.1, 0.2], [-0.2, -0.2, -0.1], [0.1, 0.1, 0.0], [0.0, 0.1, 0.0], [0.0, 0.0, 0.0], [0.3, 0.2, -0.1], [0.1, -0.1, 0.1], [-0.1, 0.1, 0.2], [0.1, -0.8, -0.2], [-0.7, 0.0, 0.3], [-0.2, 0.3, 0.0], [0.8, -0.1, -0.2], [0.3, -0.2, -0.4], [-0.4, 0.3, 0.0], [-0.7, 0.2, -0.2], [0.1, 0.6, 0.3], [-0.5, 0.4, 0.3], [0.8, -0.4, 0.3], [0.3, 0.1, -0.5], [-0.5, 0.0, 0.9], [0.5, 0.2, -0.4], [0.2, 0.7, -0.8], [0.1, 0.0, -0.2], [-0.2, 0.5, -0.3], [-0.1, -0.6, 0.6], [-0.2, -0.1, 0.2], [0.5, -0.1, -0.2], [-0.4, 0.5, 0.5], [-0.3, -0.3, 0.6], [-0.2, -0.3, 0.3], [0.1, -0.3, 0.0], [-0.2, 0.0, 0.2], [0.2, 0.3, -0.3], [-0.3, 0.2, 0.0], [0.1, -0.2, 0.2], [0.2, 0.0, -0.4], [0.1, 0.0, -0.2], [-0.1, -0.1, 0.0], [0.0, 0.1, -0.2], [-0.2, -0.1, -0.2], [0.0, 0.0, 0.0], [0.0, -0.2, -0.3], [0.3, -0.1, -0.3], [0.1, 0.1, 0.1], [0.0, 0.0, 0.0], [-0.1, -0.1, -0.1], [0.0, -0.2, 0.2], [-0.2, -0.1, 0.1], [0.0, 0.0, 0.0], [0.4, -0.2, 0.0], [0.3, 0.1, -0.1]]
}

---

(4)
{
  "formula": "C14H22InN2O",
  "method": "the ωB97M-V functional and the def2-TZVPD basis",
  "max_force_ha_per_bohr": 0.1245,
  "orbital_gap_ev": 7.05,
  "total_energy_ha": -921.174194,
  "e_homo_ev": -4.1,
  "total_charge": -1,
  "elements": ["In", "O", "N", "N", "C", "C", "C", "C", "C", "C", "C", "C", "C", "C", "C", "C", "C", "C", "H", "H", "H", "H", "H", "H", "H", "H", "H", "H", "H", "H", "H", "H", "H", "H", "H", "H", "H", "H", "H", "H"],
  "positions_angstrom": [[0.4169, -0.5623, 0.7170], [-4.1912, -1.1701, -0.1721], [1.2973, 4.2687, -1.6714], [2.1104, -2.9078, -0.3026], [0.6923, 3.1478, -2.3535], [1.8392, -0.7153, 2.4902], [-2.6553, 0.3796, 1.2235], [-1.6936, -0.8904, 1.4955], [3.1194, 0.2751, 2.3145], [0.9588, -2.1245, -0.8831], [0.3781, 1.7192, -1.7795], [0.7523, 1.4569, -0.2433], [4.0534, 1.2181, 2.3260], [3.2755, -2.8015, -1.2461], [-4.1210, 0.0260, 0.6498], [-4.3473, -0.8612, -1.5822], [1.6007, 4.0228, -0.2793], [1.3911, 2.6979, 0.5391], [-5.4266, -0.5302, -1.7991], [2.2263, -1.7964, 2.5729], [-4.4228, 0.9162, -0.0461], [1.2417, -0.4036, 3.4358], [-2.7881, 0.9133, 2.2534], [2.1001, 4.9016, 0.2997], [-4.1542, -1.8441, -2.1614], [3.5909, -1.6983, -1.4200], [0.4286, 3.3118, -3.4763], [0.0446, -2.7607, -1.1701], [-0.0770, 0.9082, -2.4476], [-4.9044, 0.0114, 1.4912], [1.3507, -1.5834, -1.8331], [4.5468, 2.2651, 2.3097], [-1.6199, -1.0505, 2.6465], [-2.1149, 1.1296, 0.5194], [3.0329, -3.2756, -2.2762], [1.8050, -3.8899, -0.1933], [-3.5400, -0.1059, -1.8947], [1.7113, 2.6228, 1.6528], [4.1774, -3.3360, -0.7471], [-2.0549, -1.8848, 1.0502]],
  "atomic_forces_ev_per_a": [[0.0, -0.4, -0.3], [-0.1, 1.0, -0.3], [-1.1, -4.4, 2.3], [0.2, 0.0, -1.4], [0.1, -1.6, 1.7], [2.1, 0.9, 0.4], [0.3, -0.3, 0.3], [-0.4, -0.1, 1.0], [3.1, 4.2, 1.0], [-0.3, 0.8, -0.5], [2.2, 3.7, 2.9], [0.5, 4.1, -2.0], [-5.2, -3.7, 0.0], [0.6, -0.6, 0.4], [0.0, 1.8, -0.5], [0.4, -0.8, 0.0], [-0.5, -2.3, 0.1], [-1.2, 0.4, -4.5], [1.6, -0.1, 0.2], [-0.6, 1.7, -0.1], [0.3, -1.3, 1.3], [1.3, -0.5, -1.4], [0.1, -0.7, -1.9], [-1.0, -1.5, -1.3], [-0.3, 1.6, 1.0], [-0.8, -1.8, 0.5], [0.6, -0.1, 2.2], [1.4, 0.7, 0.3], [0.8, 1.4, 1.2], [1.2, -0.5, -1.2], [-0.9, -0.9, 1.4], [-1.0, -2.7, -0.2], [-0.2, 0.2, -1.9], [-1.1, -1.2, 1.1], [0.5, 0.7, 1.4], [0.6, 0.7, -0.3], [-1.4, -0.9, 0.3], [-0.6, 0.1, -2.3], [-1.4, 0.8, -1.0], [0.2, 1.6, 0.5]]
}